# 1
The following is a quantum chemistry calculation of a molecular structure, C63H46ClMnN4O4P2S in a non-equilibrium geometry, from the Open Molecules 2025 dataset.

ORCA input file:
```
! wB97M-V def2-TZVPD RIJCOSX def2/J DEFGRID3
* xyz 1 6
Mn 0.26 0.34 1.21
O 0.23 -1.13 3.87
S 1.14 -1.14 2.71
C 1.62 -2.90 2.56
C 1.22 -3.63 3.67
C 1.65 -4.94 3.84
C 2.48 -5.50 2.89
C 2.83 -4.79 1.75
C 2.36 -3.49 1.51
P 2.77 -2.55 -0.01
C 3.56 -3.76 -1.17
C 4.74 -3.36 -1.79
C 5.35 -4.17 -2.75
C 4.79 -5.39 -3.08
C 3.60 -5.80 -2.47
C 2.99 -4.98 -1.53
C 1.14 -2.45 -0.85
C 0.10 -3.36 -0.68
C -1.01 -3.31 -1.51
C -1.10 -2.35 -2.51
C -0.07 -1.43 -2.68
C 1.04 -1.48 -1.85
C 2.70 -0.42 3.25
C 3.21 -0.88 4.45
C 4.30 -0.24 5.01
C 4.85 0.87 4.38
C 4.33 1.32 3.17
C 3.25 0.68 2.58
P 2.57 1.15 0.94
C 2.33 2.94 0.75
C 3.40 3.80 0.80
C 3.27 5.18 0.62
C 1.99 5.73 0.36
C 0.90 4.94 0.27
C 0.94 3.46 0.46
C 4.09 0.93 -0.10
C 5.18 0.16 0.32
C 6.33 0.10 -0.45
C 6.40 0.76 -1.67
C 5.30 1.48 -2.12
C 4.16 1.56 -1.34
H 0.61 -3.14 4.42
H 1.34 -5.50 4.71
H 2.86 -6.50 3.02
H 3.48 -5.25 1.02
H 5.18 -2.41 -1.54
H 6.26 -3.84 -3.23
H 5.26 -6.03 -3.82
H 3.15 -6.75 -2.73
H 2.06 -5.31 -1.09
H 0.14 -4.10 0.11
H -1.81 -4.03 -1.38
H -1.98 -2.31 -3.14
H -0.14 -0.69 -3.46
H 1.87 -0.80 -2.02
H 2.74 -1.72 4.95
H 4.71 -0.59 5.95
H 5.69 1.39 4.82
H 4.77 2.19 2.69
H 4.39 3.40 0.98
H 4.14 5.82 0.68
H 1.90 6.81 0.22
H -0.07 5.39 0.12
H 0.29 3.25 1.32
H 5.15 -0.38 1.26
H 7.18 -0.48 -0.10
H 7.30 0.71 -2.27
H 5.33 1.98 -3.08
H 3.31 2.14 -1.69
Cl -0.52 3.33 8.20
C -0.16 2.85 6.57
C 1.06 3.21 5.99
C 1.37 2.82 4.71
C 0.46 2.06 3.93
O 0.79 1.69 2.72
C -0.78 1.74 4.52
C -1.78 1.07 3.75
O -1.72 0.83 2.55
C -1.07 2.12 5.84
H 1.75 3.81 6.56
H 2.31 3.11 4.25
H -2.70 0.77 4.30
H -2.02 1.85 6.28
C -10.72 2.32 -6.47
O -10.40 1.15 -5.73
C -9.20 1.10 -5.12
C -8.94 -0.04 -4.36
C -7.75 -0.17 -3.68
C -6.78 0.84 -3.73
C -7.04 1.96 -4.51
C -8.24 2.10 -5.20
C -5.55 0.70 -2.94
N -5.27 -0.33 -2.17
C -4.06 -0.03 -1.60
C -3.58 1.19 -2.03
N -4.55 1.64 -2.89
C -2.37 1.76 -1.59
C -1.85 3.07 -1.97
C -0.66 3.48 -1.56
C 0.26 2.65 -0.71
N -0.40 1.45 -0.19
C -1.61 1.03 -0.70
C -2.09 -0.23 -0.24
N -1.29 -0.88 0.66
C -1.71 -2.02 1.19
C -2.92 -2.62 0.83
C -3.72 -2.01 -0.11
C -3.31 -0.79 -0.66
H -11.75 2.20 -6.78
H -10.08 2.42 -7.35
H -10.63 3.21 -5.85
H -9.69 -0.82 -4.32
H -7.54 -1.06 -3.10
H -6.31 2.76 -4.59
H -8.40 2.99 -5.80
H -4.55 2.51 -3.38
H -2.45 3.70 -2.62
H -0.26 4.42 -1.91
H 1.10 2.33 -1.36
H -1.08 -2.48 1.93
H -3.20 -3.55 1.30
H -4.67 -2.43 -0.41
*
```

The energy above the lowest of the compared OMol25 structures with the same formula, charge and spin comes out at 0.00 kcal/mol. The LUMO energy (spin up / spin down) is -3.8 / -3.0 eV. The HOMO energy (spin up / spin down) comes out at -0.3256 / -0.3317 Ha. The HOMO-LUMO gap (spin up / spin down) comes out at 5.0 / 6.0 eV.



# 2
The following is a quantum chemistry calculation of 2 unconnected molecules or ions with the total composition C9H14O in a non-equilibrium geometry, from the Open Molecules 2025 dataset.

ORCA input file:
```
! wB97M-V def2-TZVPD RIJCOSX def2/J DEFGRID3
* xyz 0 1
C -0.78 -2.07 -0.48
C -2.08 -2.34 0.25
H -0.11 -1.82 0.37
H -0.35 -2.90 -1.05
H -0.64 -1.29 -1.21
H -2.37 -1.49 0.87
H -2.02 -3.19 0.95
H -2.99 -2.42 -0.36
C -0.72 2.04 1.81
C 0.43 0.82 -1.62
C -0.26 1.47 -0.62
C 1.70 0.37 -1.28
C 0.16 1.43 0.72
C 2.10 0.24 0.04
C 1.30 0.77 1.08
O 2.48 -0.13 -2.28
H -0.07 0.87 -2.58
H -1.11 2.14 -0.84
H 3.24 0.36 -2.59
H 3.05 -0.21 0.30
H -1.33 2.89 1.48
H -0.14 2.44 2.65
H 1.72 0.82 2.09
H -1.24 1.21 2.30
*
```

The energy above the lowest of the compared OMol25 structures with the same formula, charge and spin comes out at 25.46 kcal/mol. The LUMO energy is 0.9 eV. The HOMO energy comes out at -0.3186 Ha. The HOMO-LUMO gap comes out at 9.6 eV. The SMILES is Cc1ccc(O)cc1.CC.



# 3
The following is a quantum chemistry calculation of a molecular structure, C60H84AsN4O3Pb in a non-equilibrium geometry, from the Open Molecules 2025 dataset.

ORCA input file:
```
! wB97M-V def2-TZVPD RIJCOSX def2/J DEFGRID3
* xyz 1 1
Pb -1.07 0.48 0.54
C -4.02 -1.96 -0.46
N -2.84 -2.12 0.40
C -3.23 -2.71 1.69
C -1.85 -2.94 -0.31
C -0.58 -3.15 0.48
N 0.28 -1.97 0.66
C 0.95 -2.15 1.97
C 0.03 -2.27 3.15
C 0.23 -3.33 4.03
C -0.44 -3.42 5.24
C -1.29 -2.36 5.55
C -1.51 -1.27 4.72
C -0.86 -1.23 3.47
O -1.08 -0.22 2.62
C -2.42 -0.10 5.17
C -3.63 0.05 4.23
C -1.61 1.21 5.22
C -2.98 -0.33 6.58
C -0.18 -4.59 6.19
C 1.29 -4.58 6.63
C -1.05 -4.51 7.45
C -0.49 -5.92 5.48
C 1.25 -1.92 -0.46
C 2.21 -0.75 -0.57
C 2.44 -0.08 -1.70
C 3.53 0.92 -1.95
C 3.54 2.17 -1.42
C 2.53 2.72 -0.53
C 2.02 1.89 0.45
O 0.85 1.92 0.94
C 1.99 4.15 -0.71
C 2.91 4.97 -1.61
C 1.91 4.86 0.66
C 0.58 4.16 -1.34
C 4.58 0.47 -2.99
C 5.51 -0.60 -2.39
C 5.44 1.64 -3.46
C 3.89 -0.15 -4.22
H -4.42 -2.94 -0.76
H -3.75 -1.40 -1.34
H -4.80 -1.42 0.07
H -3.52 -3.76 1.57
H -4.08 -2.16 2.10
H -2.42 -2.65 2.42
H -1.63 -2.45 -1.25
H -2.29 -3.92 -0.53
H -0.01 -3.95 0.00
H -0.85 -3.51 1.47
H 1.63 -1.32 2.14
H 1.57 -3.06 1.92
H 0.93 -4.11 3.75
H -1.82 -2.39 6.49
H -3.30 0.24 3.21
H -4.25 0.89 4.56
H -4.24 -0.85 4.24
H -1.25 1.48 4.23
H -0.75 1.09 5.89
H -2.24 2.02 5.61
H -3.62 -1.22 6.62
H -3.59 0.53 6.86
H -2.19 -0.44 7.32
H 1.55 -3.62 7.10
H 1.96 -4.73 5.78
H 1.48 -5.38 7.35
H -0.83 -3.61 8.03
H -0.84 -5.37 8.09
H -2.11 -4.52 7.20
H 0.13 -6.05 4.59
H -1.54 -5.95 5.18
H -0.29 -6.76 6.15
H 0.67 -1.94 -1.39
H 1.85 -2.84 -0.44
H 1.79 -0.32 -2.54
H 4.30 2.85 -1.79
H 3.91 5.09 -1.16
H 2.49 5.97 -1.75
H 3.03 4.52 -2.60
H 2.90 4.95 1.11
H 1.25 4.33 1.34
H 1.51 5.87 0.52
H 0.63 3.90 -2.39
H 0.14 5.16 -1.26
H -0.07 3.45 -0.83
H 6.07 -0.21 -1.54
H 6.22 -0.93 -3.15
H 4.94 -1.47 -2.07
H 6.05 2.06 -2.65
H 4.83 2.45 -3.88
H 6.13 1.29 -4.24
H 3.38 -1.08 -3.96
H 4.65 -0.39 -4.97
H 3.18 0.54 -4.66
C 4.75 2.46 2.00
N 4.33 1.22 1.39
C 5.08 0.10 1.24
C 4.31 -0.89 0.71
N 3.02 -0.43 0.58
C 2.94 0.89 1.18
H 5.81 2.41 2.22
H 4.20 2.65 2.92
H 4.56 3.28 1.31
H 6.13 0.08 1.50
H 4.59 -1.88 0.40
H 2.45 0.82 2.17
O -0.83 0.45 -2.22
As -1.01 0.34 -3.87
C 0.10 1.61 -4.78
C -0.10 1.88 -6.13
C 0.75 2.77 -6.78
C 1.78 3.37 -6.07
C 1.97 3.09 -4.73
C 1.13 2.20 -4.07
C -0.51 -1.38 -4.56
C -1.31 -2.50 -4.32
C -0.88 -3.76 -4.72
C 0.35 -3.90 -5.36
C 1.13 -2.79 -5.62
C 0.71 -1.53 -5.22
C -2.83 0.69 -4.37
C -3.54 -0.13 -5.24
C -4.88 0.15 -5.50
C -5.49 1.24 -4.89
C -4.77 2.06 -4.03
C -3.44 1.78 -3.76
H -0.92 1.42 -6.67
H 0.60 2.99 -7.83
H 2.44 4.06 -6.58
H 2.78 3.57 -4.18
H 1.26 1.98 -3.02
H -2.27 -2.39 -3.83
H -1.50 -4.63 -4.53
H 0.68 -4.88 -5.67
H 2.08 -2.90 -6.13
H 1.32 -0.66 -5.43
H -3.06 -0.97 -5.73
H -5.44 -0.48 -6.18
H -6.53 1.46 -5.10
H -5.25 2.91 -3.56
H -2.87 2.41 -3.08
C -4.74 2.16 0.65
C -3.66 2.84 1.50
C -3.96 4.34 1.66
C -2.28 2.73 0.90
H -5.73 2.55 0.89
H -4.75 1.08 0.83
H -4.56 2.33 -0.42
H -3.66 2.39 2.49
H -3.99 4.84 0.69
H -3.19 4.84 2.27
H -4.92 4.48 2.15
H -1.48 3.12 1.53
H -2.20 3.08 -0.14
*
```

The energy above the lowest of the compared OMol25 structures with the same formula, charge and spin comes out at 60.60 kcal/mol. The LUMO energy (spin up / spin down) is -3.3 / -4.0 eV. The HOMO energy (spin up / spin down) comes out at -0.3348 / -0.3331 Ha. The HOMO-LUMO gap (spin up / spin down) comes out at 5.9 / 5.0 eV.